The following is a quantum chemistry calculation of a 2-piece molecular cluster, C4H11N2 overall, from the Open Molecules 2025 dataset.

Cartesian coordinates (Å):
C  -0.9313  -1.4290  -0.8722
C  0.4083  1.3617  1.3319
C  -1.1526  -1.9877  -2.3400
C  1.0661  0.5791  2.2494
N  -0.8751  -0.1921  -0.5684
N  1.0454  2.2000  0.5337
H  -0.4903  -2.0990  -0.1255
H  -0.6262  1.6409  1.4562
H  -0.3373  -2.6653  -2.5909
H  -1.1478  -1.1660  -3.0545
H  -2.1230  -2.6042  -2.3686
H  0.5694  0.7171  3.2249
H  2.1561  0.7558  2.2305
H  0.7582  -0.4084  2.1844
H  -0.9539  0.4756  -1.2957
H  2.0928  2.1562  0.2058
H  0.5414  2.6653  -0.2008

Force components x, y, z for each atom (eV/Å):
1.195 0.500 -2.317
-0.450 4.026 -2.374
-1.068 -0.365 1.963
1.792 -0.135 2.573
0.783 -1.061 1.710
2.094 -1.207 -1.430
-0.947 -0.262 0.028
-0.392 -0.630 -0.363
0.010 -0.054 0.125
-0.320 -0.047 0.055
1.388 1.058 -0.090
0.589 0.683 0.092
-0.583 -0.542 0.340
-0.121 -2.417 -0.802
-0.865 0.353 -1.319
-2.474 -0.388 1.585
-0.632 0.491 0.223

The LUMO energy is -4.4 eV. The HOMO energy comes out at -13.661 eV. The HOMO-LUMO gap comes out at 9.259 eV. For the energy relative to the best compared isomer or geometry (same formula, charge and spin), the calculation gives 2.602 eV. The net charge is +1.

Here are the Mulliken charges for atoms 1 to 4, given in e: 0.045, 0.352, -0.879, -0.868

***

The following is a quantum chemistry calculation of a 2-piece molecular cluster, C4H11N2O overall, from the Open Molecules 2025 dataset.

Cartesian coordinates (Å):
C  -0.6977  -1.2182  0.8840
O  -0.5594  -1.4862  -0.4807
C  -1.3671  -2.3638  1.6853
H  -1.2929  -0.3330  1.0795
H  0.3461  -1.1161  1.3421
H  -1.4469  -2.1692  2.7916
H  -0.8799  -3.3497  1.6070
H  -2.4044  -2.4784  1.3307
C  0.2125  0.5191  -2.0177
N  0.8682  0.9595  -0.7321
C  1.2035  2.2641  -0.4761
N  1.7927  2.6460  0.5911
H  -0.8883  0.6024  -1.9443
H  0.6946  1.1299  -2.8226
H  0.6094  -0.4919  -2.1063
H  1.0448  0.1791  -0.1188
H  0.9664  3.0287  -1.2675
H  1.7984  3.6777  0.6550

Force components x, y, z for each atom (eV/Å):
1.461 -1.963 -1.311
-0.360 0.099 1.591
-0.627 -0.113 0.790
-0.162 0.790 0.300
-0.789 0.370 0.125
0.157 0.161 -0.719
0.087 0.420 -0.344
0.224 -0.083 -0.036
1.769 1.088 0.883
-0.340 1.393 -1.770
-0.369 -0.832 -0.524
0.062 0.814 0.890
0.753 -0.347 -0.309
-0.763 -0.171 0.320
-0.957 -0.052 -0.335
-0.131 0.298 0.433
-0.252 -1.067 0.335
0.238 -0.806 -0.320

The LUMO energy is 3.9 eV. The HOMO energy comes out at -2.683 eV. The HOMO-LUMO gap comes out at 6.582 eV. For the energy relative to the best compared isomer or geometry (same formula, charge and spin), the calculation gives 1.474 eV. The net charge is -1.

Here are the Mulliken charges for atoms 1 to 4, given in e: -0.141, -0.810, -1.188, 0.131

***

The following is a quantum chemistry calculation of an isolated ion of composition C4H11N2O and charge -1, from the Open Molecules 2025 dataset.

Cartesian coordinates (Å):
N  -1.7911  -1.4671  0.4051
C  -1.8651  0.0120  0.1833
C  -0.6430  0.5656  -0.5625
C  0.7206  0.1170  -0.0299
N  0.9036  0.5071  1.4037
C  1.8766  0.5026  -0.9047
O  3.0306  -0.1942  -0.6714
H  -1.0648  -1.8832  -0.1712
H  -1.5248  -1.7189  1.3567
H  -2.0986  0.5490  1.1002
H  -2.6813  -0.0456  -0.5558
H  -0.6499  1.6638  -0.6128
H  -0.8643  0.3688  -1.6250
H  0.7025  -0.9821  -0.0110
H  0.4604  -0.2193  1.9532
H  1.9025  0.2732  1.4599
H  1.6311  0.3470  -1.9861
H  1.9549  1.6042  -0.7318

Force components x, y, z for each atom (eV/Å):
0.296 -0.264 1.015
-0.006 -1.432 -1.273
-0.217 0.901 -0.168
-1.832 -1.400 0.042
0.689 0.062 -0.968
1.710 -0.255 -0.528
-0.374 0.397 0.747
-0.103 0.237 -0.068
0.004 0.270 -0.203
-0.188 -0.148 -0.029
-0.224 1.373 0.578
-0.173 0.055 0.609
0.853 -0.674 0.146
0.206 -0.050 -0.428
-0.119 0.002 0.155
0.063 0.289 0.415
-0.772 0.352 0.196
0.187 0.288 -0.238

The LUMO energy is 4.0 eV. The HOMO energy comes out at -2.358 eV. The HOMO-LUMO gap comes out at 6.356 eV. For the energy relative to the best compared isomer or geometry (same formula, charge and spin), the calculation gives 1.380 eV. The net charge is -1.

Here are the Mulliken charges for atoms 1 to 4, given in e: -0.688, -0.669, -0.766, 0.684

***

The following is a quantum chemistry calculation of an isolated ion of composition C4H11N2O and charge -1, from the Open Molecules 2025 dataset.

Cartesian coordinates (Å):
N  -1.6198  1.2074  -0.0992
C  -1.5078  -0.2443  -0.2987
C  -0.0978  -0.8526  -0.0859
N  0.0671  -1.8742  -1.1591
C  1.0243  0.1446  -0.0851
C  1.1504  0.8736  1.3145
O  0.1149  1.6454  1.6784
H  -1.1257  1.4486  0.7353
H  -1.1253  1.6536  -0.8513
H  -1.9585  -0.4572  -1.2501
H  -2.1671  -0.7003  0.4641
H  -0.1537  -1.3707  0.8181
H  1.0379  -2.2307  -1.1743
H  -0.1136  -1.4356  -2.0570
H  2.0147  -0.2781  -0.2828
H  0.8969  0.9346  -0.8423
H  1.4880  0.0456  2.0009
H  2.0750  1.4905  1.1745

Force components x, y, z for each atom (eV/Å):
-1.860 -1.126 -1.969
-0.409 1.151 1.626
-0.225 0.133 -2.864
0.458 -0.675 0.139
0.121 1.331 0.986
0.622 0.471 -0.939
0.465 -0.374 1.010
1.017 0.492 1.322
0.173 0.307 -0.225
0.130 -0.535 -0.728
0.129 0.011 -0.393
0.341 -0.853 1.642
-0.750 0.408 -0.028
0.167 -0.006 0.057
-0.081 -0.522 -0.016
-0.187 -0.241 0.009
-0.365 0.119 0.228
0.253 -0.090 0.144

The LUMO energy is 4.3 eV. The HOMO energy comes out at -2.713 eV. The HOMO-LUMO gap comes out at 6.989 eV. For the energy relative to the best compared isomer or geometry (same formula, charge and spin), the calculation gives 1.022 eV. The net charge is -1.

Here are the Mulliken charges for atoms 1 to 4, given in e: -0.890, -0.967, 0.694, -0.877